A:
Here is a single C10H10BrNO2 molecule from the OMol25 dataset. Energies are from wB97M-V/def2-TZVPD.

Calculated values
2S+1   1
Kohn-Sham gap   8.240 eV
SMILES string   [H]/N=C1\C=CC=C[C@]12C[C@@]2(Br)C(=O)OC
Total charge   0

Structure (XYZ):
```
24
Properties=species:S:1:pos:R:3:lowdin_charge:R:1
H -2.32 -3.58 0.53 0.0021
N -2.12 -2.80 1.01 0.2055
C -1.42 -2.13 0.20 -0.3147
C -1.06 -2.73 -1.04 -0.0301
C 0.14 -2.54 -1.67 -0.0493
C 0.99 -1.58 -1.12 -0.1068
C 0.65 -0.70 -0.18 -0.0188
C -0.68 -0.75 0.41 -0.3178
C -1.02 -0.03 1.70 -0.0068
C -1.42 0.57 0.31 -0.5268
Br -3.36 0.52 -0.19 0.7314
C -0.69 1.82 -0.13 -0.5693
O -0.69 2.12 -1.31 0.0883
O -0.06 2.47 0.78 -0.0005
C 0.35 3.72 0.32 -0.0509
H -1.67 -3.58 -1.22 0.1026
H 0.54 -3.11 -2.50 0.1127
H 2.06 -1.52 -1.46 0.1260
H 1.37 0.00 0.29 0.1435
H -1.73 -0.46 2.25 0.0613
H -0.36 0.44 2.32 0.0908
H -0.28 3.99 -0.50 0.0824
H 1.44 3.74 -0.04 0.1268
H 0.25 4.40 1.22 0.1184
```

***

B:
Here is a single C10H10BrNO2 molecule from the OMol25 dataset. Energies are from wB97M-V/def2-TZVPD.

Calculated values
2S+1   1
Kohn-Sham gap   8.806 eV
SMILES string   [O-][N+]1=C(CBr)[C@@H](c2ccccc2)CO1
Total charge   0

Structure (XYZ):
```
24
Properties=species:S:1:pos:R:3:lowdin_charge:R:1
O -2.06 -0.40 3.20 0.0746
N -1.45 -0.56 2.18 -0.2518
C -1.34 0.11 1.05 -0.2031
C -2.18 1.28 0.91 -0.4378
Br -3.88 0.89 -0.22 0.5099
C -0.76 -1.00 -0.18 -0.0801
C 0.50 -0.22 -0.58 -0.2256
C 0.44 0.47 -1.79 -0.0745
C 1.52 1.18 -2.24 -0.0806
C 2.67 1.36 -1.41 -0.0659
C 2.78 0.54 -0.29 -0.0755
C 1.69 -0.27 0.10 -0.0414
C -0.62 -2.27 0.70 -0.0775
O -0.59 -1.72 2.08 -0.0463
H -1.55 2.01 0.40 0.0692
H -2.52 1.71 1.88 0.0836
H -1.53 -1.21 -0.94 0.1274
H -0.40 0.50 -2.46 0.1168
H 1.39 1.72 -3.22 0.1214
H 3.50 1.99 -1.67 0.0930
H 3.60 0.47 0.38 0.0951
H 1.81 -0.92 0.98 0.1222
H -1.42 -2.96 0.62 0.1107
H 0.40 -2.69 0.50 0.1363
```

***

Most stable: A. Least stable: B.

***

A:
Here is a single C5H5NO5 molecule from the OMol25 dataset. Energies are from wB97M-V/def2-TZVPD.

Calculated values
2S+1   1
Kohn-Sham gap   10.922 eV
SMILES string   NC(=O)[C@]1(O)CC(=O)OC1=O
Total charge   0

Structure (XYZ):
```
16
Properties=species:S:1:pos:R:3:lowdin_charge:R:1
N 1.18 -1.59 -0.78 0.1851
C 1.00 -1.00 0.42 -0.4518
O 1.27 -1.55 1.47 0.1006
C 0.10 0.25 0.60 -0.3698
O -0.04 0.57 1.93 0.0687
C -1.29 -0.13 -0.04 0.0488
C -1.54 1.04 -0.96 -0.5147
O -2.40 1.24 -1.73 0.1754
O -0.48 1.86 -1.02 0.1515
C 0.53 1.53 -0.04 -0.2906
O 1.45 2.22 0.30 0.1888
H 1.11 -1.17 -1.68 0.1143
H 1.76 -2.41 -0.70 0.1222
H 0.80 0.58 2.39 0.1173
H -2.19 -0.35 0.62 0.1646
H -1.27 -1.10 -0.79 0.1895
```

***

B:
Here is 3 unconnected molecules or ions with the total composition C5H5NO5 from the OMol25 dataset. Energies are from wB97M-V/def2-TZVPD.

Calculated values
2S+1   1
Kohn-Sham gap (spin up / spin down)   6.322 / 6.320 eV
Total charge   0

Structure (XYZ):
```
16
Properties=species:S:1:pos:R:3:lowdin_charge:R:1
C -0.83 -0.36 1.27 -0.4566
C -0.31 -0.73 -0.96 -0.5728
C 2.98 1.15 -0.81 -0.4058
C -1.49 0.89 0.55 -0.0237
C -1.06 0.61 -0.92 -0.0589
N -0.30 -1.12 0.26 0.2974
O 3.96 0.82 -1.29 0.2363
O -0.83 -0.49 2.43 0.1440
O 0.15 -1.23 -1.93 0.1438
O 1.98 1.40 -0.30 0.2069
O 0.61 -3.11 1.20 0.0125
H -2.58 1.09 0.77 0.1442
H -0.98 1.80 0.74 0.0951
H -0.22 1.21 -1.23 0.0953
H -1.76 0.68 -1.80 0.1476
H 0.68 -2.61 2.03 -0.0053
```

***

Most stable: A. Least stable: B.

***

A:
Here is a molecular structure, C51H52BBrN6O3SSr from the OMol25 dataset. Energies are from wB97M-V/def2-TZVPD.

Calculated values
2S+1   1
Kohn-Sham gap   5.322 eV
Total charge   -2

Structure (XYZ):
```
116
Properties=species:S:1:pos:R:3:lowdin_charge:R:1
Sr 0.48 -0.37 1.28 1.3517
C 4.21 3.36 3.71 -0.0277
C 3.82 2.19 2.87 -0.2721
C 4.45 0.96 2.85 0.0147
C 3.71 0.20 1.93 -0.2758
N 2.72 0.93 1.43 0.0348
N 2.79 2.14 2.01 0.0337
B 1.82 3.31 1.78 -0.5051
N 0.37 3.01 2.22 0.0339
N -0.47 2.19 1.60 0.0776
C -1.64 2.27 2.21 -0.2522
C -1.55 3.19 3.27 0.0185
C -0.25 3.64 3.24 -0.2651
C 0.36 4.65 4.15 -0.0294
C -2.88 1.62 1.79 -0.1583
C -3.17 1.40 0.45 -0.0214
C -4.43 0.95 0.07 -0.0985
C -5.40 0.70 1.03 -0.1235
C -5.10 0.86 2.37 -0.0984
C -3.85 1.31 2.75 -0.0353
N 1.85 3.80 0.32 0.0231
N 1.42 3.09 -0.71 0.1544
C 1.63 3.81 -1.81 -0.2600
C 2.22 5.04 -1.47 0.0030
C 2.33 5.00 -0.09 -0.2813
C 2.84 6.08 0.80 -0.0384
C 1.27 3.37 -3.15 -0.1675
C 1.92 3.91 -4.25 -0.0485
C 1.60 3.50 -5.53 -0.1125
C 0.61 2.55 -5.73 -0.1102
C -0.07 2.03 -4.63 -0.0927
C 0.26 2.44 -3.35 -0.0657
C 4.03 -1.17 1.57 -0.1746
C 4.61 -2.01 2.52 -0.0384
C 5.01 -3.29 2.18 -0.1005
C 4.82 -3.76 0.89 -0.1039
C 4.23 -2.94 -0.06 -0.1045
C 3.84 -1.65 0.28 -0.0732
H 5.14 3.13 4.23 0.0735
H 3.43 3.56 4.45 0.0710
H 4.35 4.25 3.11 0.0614
H 5.29 0.65 3.43 0.1038
H 2.20 4.21 2.44 0.0927
H -2.33 3.50 3.95 0.1008
H -0.41 5.05 4.81 0.0726
H 0.80 5.48 3.60 0.0651
H 1.14 4.19 4.76 0.0738
H -2.41 1.60 -0.29 0.1154
H -4.66 0.80 -0.98 0.1043
H -6.38 0.37 0.72 0.0933
H -5.84 0.62 3.12 0.0934
H -3.62 1.43 3.80 0.1096
H 2.49 5.85 -2.11 0.0913
H 3.10 6.95 0.19 0.0704
H 3.72 5.77 1.35 0.0664
H 2.07 6.38 1.51 0.0702
H 2.70 4.65 -4.11 0.0987
H 2.12 3.92 -6.38 0.0893
H 0.37 2.21 -6.73 0.0888
H -0.85 1.30 -4.77 0.0802
H -0.26 2.05 -2.49 0.0926
H 4.71 -1.67 3.54 0.1130
H 5.46 -3.92 2.93 0.0976
H 5.13 -4.76 0.63 0.0936
H 4.05 -3.30 -1.06 0.1004
H 3.41 -1.00 -0.46 0.0617
O 1.78 -0.03 3.98 0.0217
C 1.12 -1.02 3.66 -0.7604
O -0.06 -0.99 3.23 -0.2789
C 1.76 -2.38 3.82 -0.1802
C 2.41 -2.63 5.02 -0.0642
C 2.98 -3.86 5.30 -0.1327
C 2.90 -4.87 4.34 -0.1415
C 2.29 -4.62 3.13 -0.1658
C 1.71 -3.38 2.84 -0.6649
S 1.00 -3.19 1.29 0.5687
H 2.46 -1.82 5.74 0.1090
H 3.48 -4.04 6.24 0.0760
H 3.33 -5.85 4.55 0.0863
H 2.27 -5.38 2.36 0.0840
C -1.91 -2.97 -6.19 -0.0559
C -2.91 -2.22 -5.30 -0.5596
C -3.16 -0.83 -5.89 -0.0502
C -4.24 -2.99 -5.32 -0.0740
C -2.36 -2.06 -3.89 -0.1995
C -1.13 -1.46 -3.68 -0.1202
C -0.69 -1.23 -2.40 -0.5147
Br 1.11 -0.60 -2.18 0.8321
C -1.43 -1.45 -1.21 -0.4171
O -1.04 -0.98 -0.10 -0.4090
C -2.62 -2.23 -1.44 -0.0793
C -3.02 -2.49 -2.74 -0.0112
C -3.43 -2.89 -0.31 -0.5160
C -3.14 -4.40 -0.38 -0.0430
C -4.94 -2.64 -0.48 -0.0513
C -3.05 -2.41 1.09 -0.0417
H -2.30 -3.06 -7.20 0.0731
H -1.73 -3.97 -5.79 0.0865
H -0.97 -2.44 -6.23 0.0707
H -3.53 -0.90 -6.91 0.0741
H -2.23 -0.26 -5.91 0.0605
H -3.88 -0.28 -5.29 0.0877
H -4.61 -3.07 -6.35 0.0745
H -4.99 -2.47 -4.73 0.0801
H -4.12 -3.99 -4.93 0.0821
H -0.48 -1.17 -4.50 0.0895
H -3.92 -3.08 -2.87 0.0830
H -3.42 -4.82 -1.34 0.0710
H -3.68 -4.93 0.40 0.0760
H -2.07 -4.56 -0.22 0.0852
H -5.31 -2.98 -1.44 0.0615
H -5.13 -1.58 -0.40 0.0522
H -5.49 -3.16 0.30 0.0780
H -2.03 -2.69 1.35 0.0602
H -3.73 -2.86 1.82 0.0852
H -3.12 -1.33 1.17 0.0673
```

***

B:
Here is a molecular structure, C51H52BBrN6O3SSr from the OMol25 dataset. Energies are from wB97M-V/def2-TZVPD.

Calculated values
2S+1   1
Kohn-Sham gap   5.369 eV
Total charge   -2

Structure (XYZ):
```
116
Properties=species:S:1:pos:R:3:lowdin_charge:R:1
Sr 1.41 0.87 -0.51 1.3118
C 0.54 -5.17 -2.61 -0.0353
C 0.29 -4.36 -1.38 -0.2816
C -0.69 -4.48 -0.43 0.0040
C -0.46 -3.42 0.47 -0.2730
N 0.60 -2.71 0.09 0.1572
N 1.05 -3.29 -1.04 0.0294
B 2.34 -2.83 -1.76 -0.5010
N 2.01 -1.85 -2.92 0.0286
N 1.29 -0.72 -2.72 0.0802
C 1.14 -0.16 -3.91 -0.2523
C 1.77 -0.93 -4.90 0.0165
C 2.31 -2.00 -4.22 -0.2810
C 3.12 -3.13 -4.77 -0.0332
C 0.41 1.11 -4.10 -0.1657
C 0.78 1.97 -5.13 -0.0398
C 0.12 3.17 -5.32 -0.0972
C -0.94 3.52 -4.49 -0.0992
C -1.31 2.67 -3.46 -0.0771
C -0.65 1.47 -3.27 -0.0378
N 3.39 -2.30 -0.76 0.0297
N 3.16 -1.29 0.11 0.0833
C 4.19 -1.28 0.95 -0.2551
C 5.12 -2.27 0.60 0.0161
C 4.57 -2.90 -0.49 -0.2788
C 5.13 -4.06 -1.25 -0.0392
C 4.23 -0.43 2.15 -0.2099
C 5.44 0.03 2.67 -0.0622
C 5.47 0.77 3.83 -0.1062
C 4.30 1.07 4.51 -0.1094
C 3.08 0.62 4.00 -0.1116
C 3.05 -0.13 2.84 -0.0864
C -1.23 -3.03 1.66 -0.1668
C -2.33 -3.78 2.08 -0.0507
C -3.07 -3.38 3.18 -0.1063
C -2.73 -2.24 3.89 -0.1013
C -1.64 -1.49 3.48 -0.0711
C -0.89 -1.88 2.38 -0.0198
H -0.22 -5.95 -2.69 0.0716
H 1.52 -5.64 -2.60 0.0695
H 0.48 -4.54 -3.50 0.0773
H -1.48 -5.22 -0.41 0.0937
H 2.82 -3.80 -2.28 0.0979
H 1.81 -0.74 -5.96 0.1003
H 3.18 -3.03 -5.85 0.0729
H 2.67 -4.10 -4.54 0.0613
H 4.13 -3.13 -4.37 0.0712
H 1.63 1.71 -5.75 0.1068
H 0.43 3.84 -6.11 0.0901
H -1.44 4.47 -4.62 0.0909
H -2.10 2.96 -2.78 0.1040
H -0.95 0.82 -2.46 0.0790
H 6.04 -2.52 1.11 0.1009
H 6.11 -4.31 -0.83 0.0714
H 5.26 -3.82 -2.30 0.0660
H 4.49 -4.94 -1.18 0.0754
H 6.35 -0.17 2.12 0.1085
H 6.42 1.14 4.21 0.0918
H 4.32 1.67 5.41 0.0913
H 2.16 0.87 4.50 0.0852
H 2.11 -0.51 2.45 0.0826
H -2.61 -4.67 1.53 0.0975
H -3.93 -3.97 3.49 0.0889
H -3.32 -1.92 4.74 0.0830
H -1.37 -0.57 4.00 0.0993
H -0.07 -1.27 2.03 0.0869
O 2.73 2.17 -2.18 -0.1235
C 2.22 3.15 -1.58 -0.7625
O 1.02 3.14 -1.17 -0.1687
C 3.10 4.28 -1.15 -0.1808
C 3.24 5.43 -1.92 -0.0572
C 4.06 6.47 -1.50 -0.1416
C 4.75 6.33 -0.30 -0.1425
C 4.61 5.18 0.47 -0.1490
C 3.79 4.12 0.07 -0.6537
S 3.63 2.67 1.05 0.5424
H 2.68 5.51 -2.85 0.1060
H 4.17 7.36 -2.10 0.0744
H 5.40 7.13 0.05 0.0788
H 5.15 5.09 1.40 0.0789
C -6.46 1.35 3.25 -0.0769
C -5.07 1.84 3.65 -0.5621
C -4.74 1.24 5.03 -0.0550
C -5.12 3.37 3.78 -0.0584
C -4.00 1.44 2.64 -0.1998
C -2.67 1.81 2.85 -0.1212
C -1.71 1.44 1.94 -0.5599
Br 0.09 1.96 2.27 0.8359
C -1.94 0.70 0.75 -0.4380
O -0.98 0.44 -0.06 -0.2803
C -3.30 0.30 0.56 -0.0817
C -4.26 0.70 1.49 -0.0005
C -3.77 -0.47 -0.68 -0.5156
C -2.76 -1.49 -1.20 -0.0381
C -4.07 0.55 -1.80 -0.0345
C -5.05 -1.27 -0.39 -0.0736
H -7.19 1.66 4.00 0.0755
H -6.50 0.27 3.17 0.0834
H -6.77 1.77 2.29 0.0831
H -5.49 1.53 5.77 0.0746
H -3.76 1.57 5.38 0.0766
H -4.72 0.15 4.96 0.0718
H -5.87 3.67 4.52 0.0737
H -5.37 3.82 2.82 0.0867
H -4.15 3.77 4.09 0.0746
H -2.38 2.38 3.72 0.0958
H -5.28 0.40 1.31 0.0768
H -1.82 -1.04 -1.51 0.0635
H -3.20 -2.03 -2.05 0.0827
H -2.52 -2.22 -0.43 0.0685
H -3.16 1.09 -2.06 0.0556
H -4.82 1.27 -1.47 0.0835
H -4.43 0.04 -2.70 0.0824
H -4.91 -1.91 0.48 0.0856
H -5.28 -1.90 -1.26 0.0747
H -5.93 -0.63 -0.22 0.0668
```

***

Most stable: B. Least stable: A.

***

A:
Here is a single C3HBrF2 molecule from the OMol25 dataset. Energies are from wB97M-V/def2-TZVPD.

Calculated values
2S+1   1
Kohn-Sham gap   11.072 eV
SMILES string   C#CC(F)(F)Br
Total charge   0

Structure (XYZ):
```
7
Properties=species:S:1:pos:R:3:lowdin_charge:R:1
C -1.75 0.50 -0.07 0.1513
C -0.57 0.16 0.05 -0.0915
C 0.84 -0.35 -0.05 -0.9366
F 1.05 -1.15 -1.12 0.0657
F 1.19 -1.01 1.05 0.0280
Br 2.02 1.23 0.03 0.7515
H -2.78 0.62 0.11 0.0315
```

***

B:
Here is 2 unconnected molecules or ions with the total composition C3HBrF2 from the OMol25 dataset. Energies are from wB97M-V/def2-TZVPD.

Calculated values
2S+1   1
Kohn-Sham gap   9.266 eV
Total charge   0

Structure (XYZ):
```
7
Properties=species:S:1:pos:R:3:lowdin_charge:R:1
C -1.60 -0.30 0.16 0.0986
C -1.15 0.64 -0.49 -0.2321
C 1.77 0.32 0.09 -0.5204
F -0.62 1.72 -1.01 0.0949
F 1.41 0.37 1.39 -0.1219
Br 1.95 -1.45 -0.41 0.6752
H -1.76 -1.30 0.27 0.0057
```

***

Most stable: A. Least stable: B.

***

A:
Here is a single C13H20N2O3S molecule from the OMol25 dataset. Energies are from wB97M-V/def2-TZVPD.

Calculated values
2S+1   1
Kohn-Sham gap   9.010 eV
SMILES string   CCOC(=O)Cc1csc(NC(=O)C(C)(C)CC)n1
Total charge   0

Structure (XYZ):
```
39
Properties=species:S:1:pos:R:3:lowdin_charge:R:1
C 5.57 -4.53 0.47 -0.0657
C 4.75 -3.54 -0.33 -0.2136
O 3.37 -3.69 0.02 -0.0132
C 2.46 -3.55 -0.95 -0.4948
O 2.72 -3.33 -2.10 0.1172
C 1.06 -3.67 -0.38 -0.0280
C 0.70 -2.35 0.23 -0.3906
C 1.22 -1.81 1.37 -0.3413
S 0.55 -0.25 1.69 1.1167
C -0.39 -0.45 0.24 -0.5666
N -1.26 0.52 -0.17 0.1230
C -1.43 1.69 0.52 -0.4393
O -0.80 1.88 1.54 -0.0029
C -2.43 2.67 -0.07 -0.4767
C -3.80 1.99 -0.16 -0.0250
C -1.94 3.09 -1.47 -0.0244
C -2.48 3.88 0.88 -0.2046
C -3.41 5.01 0.46 -0.0908
N -0.22 -1.56 -0.40 0.1075
H 6.63 -4.40 0.24 0.0763
H 5.42 -4.36 1.53 0.0745
H 5.28 -5.55 0.23 0.0779
H 5.04 -2.51 -0.10 0.1295
H 4.86 -3.71 -1.41 0.1191
H 1.05 -4.45 0.38 0.1277
H 0.36 -3.89 -1.18 0.1263
H 1.95 -2.25 2.02 0.0695
H -1.76 0.33 -1.03 0.1448
H -4.53 2.68 -0.59 0.0813
H -4.14 1.69 0.82 0.0985
H -3.77 1.11 -0.80 0.0788
H -2.66 3.76 -1.92 0.0822
H -0.98 3.59 -1.40 0.0989
H -1.83 2.23 -2.12 0.0795
H -1.47 4.28 0.97 0.1191
H -2.78 3.52 1.87 0.1197
H -3.12 5.44 -0.50 0.0678
H -4.44 4.67 0.39 0.0674
H -3.37 5.80 1.20 0.0745
```

***

B:
Here is a single C13H20N2O3S molecule from the OMol25 dataset. Energies are from wB97M-V/def2-TZVPD.

Calculated values
2S+1   1
Kohn-Sham gap   8.788 eV
SMILES string   CCOC(=O)Cc1csc(NC(=O)C(C)(C)CC)n1
Total charge   0

Structure (XYZ):
```
39
Properties=species:S:1:pos:R:3:lowdin_charge:R:1
C -6.65 -1.04 -0.19 -0.0628
C -5.35 -1.63 -0.71 -0.2142
O -4.27 -1.38 0.19 -0.0018
C -3.66 -0.20 0.10 -0.4864
O -3.94 0.66 -0.70 0.1133
C -2.57 -0.08 1.16 -0.0171
C -1.40 0.69 0.65 -0.3780
C -1.43 1.96 0.15 -0.3617
S 0.15 2.45 -0.35 1.0302
C 0.73 0.86 0.18 -0.5852
N 2.07 0.59 0.05 0.1056
C 2.69 -0.59 0.43 -0.4378
O 2.10 -1.51 0.93 0.1223
C 4.20 -0.57 0.16 -0.4907
C 4.76 -1.95 0.54 -0.0390
C 4.84 0.49 1.07 -0.0332
C 4.50 -0.25 -1.31 -0.2054
C 3.72 -1.12 -2.30 -0.0784
N -0.17 0.10 0.66 0.1211
H -7.47 -1.30 -0.86 0.0767
H -6.87 -1.43 0.80 0.0776
H -6.58 0.04 -0.14 0.0746
H -5.41 -2.72 -0.78 0.1229
H -5.10 -1.20 -1.69 0.1215
H -2.24 -1.07 1.46 0.1287
H -3.02 0.43 2.02 0.1384
H -2.27 2.61 0.02 0.0703
H 2.62 1.31 -0.37 0.1187
H 4.26 -2.73 -0.02 0.0818
H 4.59 -2.14 1.60 0.0894
H 5.83 -1.99 0.35 0.0890
H 4.59 0.30 2.11 0.0945
H 5.92 0.46 0.96 0.0895
H 4.51 1.50 0.82 0.0773
H 5.57 -0.40 -1.48 0.1194
H 4.29 0.80 -1.52 0.1049
H 3.99 -2.16 -2.20 0.0734
H 2.65 -1.03 -2.14 0.0758
H 3.95 -0.81 -3.32 0.0749
```

***

Most stable: A. Least stable: B.